Entry from the OMol25 dataset: C30H31AsBBiCl5F5N6OS as an isolated structure (the ωB97M-V functional and the def2-TZVPD basis).

Geometry as XYZ:
```
82
Properties=species:S:1:pos:R:3
Bi -0.11186 0.13648 0.10491
C -0.56314 3.53080 -1.36543
C 0.37762 3.56124 -0.20321
C 0.94448 4.65544 0.46596
C 1.73677 4.11276 1.46049
C 2.56619 4.79535 2.49944
N 1.63750 2.77355 1.36760
N 0.80700 2.43737 0.35747
B 2.33093 1.62798 2.12964
N 1.28483 0.83375 2.95140
N 0.30338 0.09154 2.36585
C -0.39007 -0.51581 3.33742
C -1.52497 -1.46541 3.11637
C 0.15458 -0.14679 4.56710
C 1.20544 0.70329 4.28421
C 2.12896 1.39439 5.23406
N 2.97363 0.66852 1.08867
N 2.24651 0.05662 0.11343
C 3.09364 -0.58627 -0.68916
C 2.64673 -1.40981 -1.85168
C 4.39854 -0.37266 -0.23304
C 4.28081 0.42025 0.89219
C 5.36221 0.94152 1.78266
H -0.35705 4.35705 -2.04647
H -0.45667 2.59159 -1.91273
H -1.59848 3.62526 -1.02845
H 0.79123 5.70258 0.25573
H 2.49943 5.87364 2.37181
H 2.21334 4.54704 3.50204
H 3.61474 4.50151 2.43162
H 3.17699 2.05477 2.85776
H -1.90688 -1.43274 2.09978
H -1.20126 -2.48647 3.33618
H -2.34587 -1.20907 3.78505
H -0.18333 -0.46089 5.54165
H 1.84344 1.14609 6.25437
H 3.16456 1.08862 5.07821
H 2.07959 2.47764 5.11315
H 1.65222 -1.12398 -2.19571
H 3.34598 -1.28581 -2.67829
H 2.63127 -2.46990 -1.58197
H 5.30842 -0.76403 -0.66194
H 6.32103 0.54776 1.45179
H 5.40737 2.03209 1.75762
H 5.20018 0.63901 2.81878
Cl -2.31868 -2.04300 -0.93608
C -0.97616 -2.98061 -0.32181
C 0.01501 -2.31509 0.38464
C 0.96800 -3.13510 0.99365
Cl 2.19958 -2.48157 2.03270
C 0.97039 -4.52537 0.83380
Cl 2.18077 -5.50223 1.57431
C -0.01716 -5.13805 0.06528
Cl -0.01653 -6.84254 -0.15963
C -1.02049 -4.36097 -0.49986
Cl -2.29450 -5.10933 -1.38919
F -6.38722 4.62728 -1.34564
C -5.47549 3.89280 -0.71090
C -4.45036 4.49962 -0.01343
F -4.38541 5.83326 0.03060
C -3.49798 3.73162 0.62705
F -2.53473 4.37773 1.28327
C -3.51758 2.33526 0.60935
S -2.35866 1.38125 1.50019
C -4.57345 1.76499 -0.10203
F -4.67583 0.43494 -0.18823
C -5.53570 2.51514 -0.74849
F -6.52444 1.91490 -1.41943
C -3.11874 0.80126 -2.70255
As -1.54496 0.20464 -3.64741
C -1.91509 -1.36721 -4.69362
C -1.23508 1.57544 -4.97039
O -0.18464 0.06318 -2.71538
H -3.61024 1.56153 -3.30796
H -2.79625 1.24198 -1.75804
H -3.81322 -0.00965 -2.49830
H -2.75910 -1.17285 -5.35474
H -2.11980 -2.22879 -4.06416
H -1.02046 -1.55382 -5.28393
H -1.98995 1.55337 -5.75595
H -0.24740 1.41078 -5.39489
H -1.24952 2.54597 -4.47681
```

As for the charge: 0. The calculation puts the HOMO energy at -0.2695 hartree.

Mulliken analysis output, partial charges in e:
1. Bi 1.90
2. C -0.91
3. C 0.60
4. C -1.65
5. C 1.10
6. C -1.39
7. N 0.67
8. N 0.37
9. B -2.24
10. N 0.94
11. N 0.86
12. C 0.25
13. C -1.33
14. C -1.39
15. C 0.91
16. C -1.39
17. N 0.71
18. N 0.26
19. C 0.47
20. C -1.11
21. C -1.58
22. C 1.01
23. C -1.44
24. H 0.48
25. H -0.05
26. H -0.12
27. H 0.48
28. H 0.38
29. H 0.20
30. H 0.25
31. H -0.08
32. H 0.05
33. H 0.31
34. H 0.47
35. H 0.50
36. H 0.39
37. H 0.25
38. H 0.20
39. H -0.07
40. H 0.48
41. H 0.20
42. H 0.50
43. H 0.40
44. H 0.25
45. H 0.26
46. Cl -0.23
47. C 1.21
48. C -1.64
49. C 0.82
50. Cl -0.20
51. C -0.17
52. Cl -0.20
53. C 0.53
54. Cl -0.20
55. C -0.24
56. Cl -0.20
57. F -0.31
58. C 0.57
59. C 0.40
60. F -0.32
61. C -0.14
62. F -0.38
63. C 0.52
64. S -0.32
65. C -0.25
66. F -0.43
67. C 0.32
68. F -0.34
69. C -0.92
70. As 0.51
71. C -1.12
72. C -1.25
73. O -0.50
74. H 0.55
75. H -0.15
76. H 0.52
77. H 0.41
78. H 0.26
79. H 0.39
80. H 0.42
81. H 0.38
82. H 0.35

Entry from the OMol25 dataset: a 9-piece molecular cluster, C5H27NO9S overall (the ωB97M-V functional and the def2-TZVPD basis).

Geometry as XYZ:
```
43
Properties=species:S:1:pos:R:3
O 1.51771 -2.01411 1.01105
C 1.35771 -0.80716 1.29902
N 0.52219 0.06690 0.68536
C -0.36608 -0.47673 -0.34802
C -1.44333 0.45406 -0.84647
C -1.06542 1.96119 -1.02097
C 0.05694 2.29886 -1.96742
S -0.11780 2.02106 -3.81508
H 1.94137 -0.20681 2.01079
H 0.21744 0.82988 1.29010
H 0.27098 -0.84293 -1.13417
H -0.77018 -1.41148 0.11867
H -2.35261 0.33900 -0.16970
H -1.73425 0.06832 -1.88365
H -1.93874 2.49008 -1.18325
H -0.67073 2.35056 -0.08455
H 0.28551 3.39505 -1.79056
H 0.90382 1.69664 -1.56674
H -0.43075 0.64076 -3.97564
O -0.96579 -3.38954 1.49399
H -1.06556 -3.75491 0.55697
H -0.03973 -3.05667 1.48424
O 0.01061 2.58587 2.41634
H -0.61075 2.07765 2.85620
H -0.52809 3.29642 2.09716
O -0.27247 -3.18656 -1.23939
H 0.18462 -3.80349 -1.70770
H 0.45510 -2.66579 -0.85583
O 3.56979 -0.23448 -2.77817
H 3.29802 -0.51058 -3.65778
H 2.98516 0.45846 -2.55280
O -2.83535 -1.44743 2.02186
H -2.25489 -2.21685 1.89523
H -3.74059 -1.76086 1.73568
O 2.08202 3.80879 1.00657
H 2.63510 3.60815 1.79435
H 1.63830 3.09462 0.75104
O 2.25517 -3.05151 -1.15811
H 2.61442 -2.30292 -1.68101
H 2.53351 -2.74904 -0.26023
O -2.41686 0.85199 3.21183
H -2.47588 0.10208 2.69306
H -3.23964 1.39348 3.24773
```

As for the charge: 0. The calculation puts the HOMO energy at -0.3501 hartree. The SMILES is O=CNCCCCS.O.O.O.O.O.O.O.O.

natural (NBO) analysis output, partial charges in e:
1. O -0.72
2. C 0.56
3. N -0.62
4. C -0.26
5. C -0.42
6. C -0.41
7. C -0.50
8. S -0.09
9. H 0.13
10. H 0.43
11. H 0.20
12. H 0.24
13. H 0.23
14. H 0.22
15. H 0.21
16. H 0.20
17. H 0.25
18. H 0.20
19. H 0.14
20. O -1.00
21. H 0.51
22. H 0.50
23. O -0.95
24. H 0.49
25. H 0.48
26. O -0.99
27. H 0.47
28. H 0.50
29. O -0.94
30. H 0.47
31. H 0.47
32. O -1.00
33. H 0.52
34. H 0.48
35. O -0.94
36. H 0.48
37. H 0.46
38. O -0.97
39. H 0.48
40. H 0.50
41. O -1.00
42. H 0.50
43. H 0.48

Entry from the OMol25 dataset: C32H28BF7GeIrN3OSTe as an isolated structure (the ωB97M-V functional and the def2-TZVPD basis).

Geometry as XYZ:
```
76
Properties=species:S:1:pos:R:3
Ir 0.27607 1.33383 1.63369
N 2.16222 -2.31941 3.06195
C 1.55944 -3.52398 2.67599
C 2.22518 -4.72746 2.83877
C 1.60985 -5.92167 2.47884
C 0.33863 -5.90935 1.93304
C -0.32288 -4.69644 1.75961
C 0.27259 -3.50968 2.15116
S -0.63448 -2.00132 2.08289
N 0.61162 -0.83308 2.07392
C 1.73024 -1.07717 2.64009
C 2.66025 0.06546 2.89500
C 3.90300 -0.05153 3.49478
C 4.66026 1.09678 3.68667
C 4.14817 2.31541 3.27995
C 2.89239 2.35860 2.69406
N 2.17598 1.23821 2.51057
H 3.12286 -2.38244 3.34262
H 3.22490 -4.73114 3.25989
H 2.13467 -6.85717 2.62439
H -0.14395 -6.83342 1.64336
H -1.31716 -4.66690 1.32900
H 4.29917 -1.00452 3.81857
H 5.63758 1.02827 4.14802
H 4.70776 3.23301 3.39609
H 2.43344 3.27606 2.35208
C -1.50728 0.74143 0.61703
Ge -1.28492 0.58341 -1.31452
C -1.41118 2.18594 -2.40628
C -0.26646 2.86093 -2.82678
C -0.35204 4.05744 -3.52930
C -1.59602 4.56973 -3.86225
C -2.75036 3.90015 -3.47080
C -2.65652 2.72644 -2.73637
C -2.84997 -0.55716 -1.87030
C -3.46794 -0.44209 -3.12020
C -4.48510 -1.30274 -3.51989
C -4.91237 -2.31860 -2.67497
C -4.30235 -2.46759 -1.43635
C -3.28628 -1.60003 -1.04794
C 0.14205 -0.58680 -1.99460
C 0.77163 -0.34342 -3.21483
C 1.77688 -1.18216 -3.68750
C 2.16479 -2.29410 -2.95393
C 1.54106 -2.55842 -1.74066
C 0.54352 -1.71187 -1.27449
H -1.72458 -0.25946 0.98137
H 0.71310 2.45352 -2.60799
H 0.55949 4.59349 -3.76079
H -1.66982 5.50012 -4.41397
H -3.72507 4.30290 -3.72381
H -3.56417 2.23971 -2.39859
H -3.14718 0.33836 -3.80131
H -4.94190 -1.18129 -4.49613
H -5.71207 -2.98523 -2.97766
H -4.61728 -3.26325 -0.76891
H -2.82767 -1.74387 -0.07494
H 0.49063 0.52310 -3.80084
H 2.26425 -0.95778 -4.63003
H 2.94931 -2.94648 -3.32126
H 1.83645 -3.42263 -1.15295
H 0.07756 -1.92335 -0.32235
F 2.85585 3.36795 0.20321
Te 0.96373 4.04320 -0.06910
F 1.76895 5.40456 0.99668
F 1.88300 5.20508 -1.60783
F 1.07380 1.46394 -0.34900
F -0.46280 5.43956 -0.10650
O 0.34679 3.31802 1.64088
F -3.36263 1.50067 2.14703
B -2.55820 1.73064 1.07114
F -2.84784 2.88442 0.44753
C -0.58204 1.29518 3.51043
H -1.54401 0.77298 3.54822
H -0.75370 2.32779 3.83791
H 0.07909 0.81866 4.25947
```

As for the charge: -2. The calculation puts the HOMO energy at -0.0504 hartree.

Mulliken analysis output, partial charges in e:
1. Ir 2.08
2. N -0.19
3. C 0.23
4. C -0.72
5. C -0.53
6. C -0.82
7. C -0.72
8. C 0.85
9. S -0.29
10. N -0.42
11. C 0.38
12. C 1.19
13. C -0.75
14. C -0.66
15. C -0.87
16. C -0.14
17. N 0.21
18. H 0.03
19. H 0.39
20. H 0.36
21. H 0.38
22. H 0.48
23. H 0.27
24. H 0.39
25. H 0.44
26. H 0.53
27. C -0.59
28. Ge 1.41
29. C 0.55
30. C -0.73
31. C -0.61
32. C -0.56
33. C -0.81
34. C -0.22
35. C 0.10
36. C -0.41
37. C -0.76
38. C -0.42
39. C -0.80
40. C -0.31
41. C 0.50
42. C -0.23
43. C -0.78
44. C -0.56
45. C -0.62
46. C 0.13
47. H -0.39
48. H 0.60
49. H 0.28
50. H 0.34
51. H 0.35
52. H 0.48
53. H 0.36
54. H 0.38
55. H 0.34
56. H 0.39
57. H 0.19
58. H 0.36
59. H 0.38
60. H 0.34
61. H 0.47
62. H 0.03
63. F -0.60
64. Te 1.60
65. F -0.44
66. F -0.65
67. F -0.77
68. F -0.59
69. O -1.11
70. F -0.29
71. B 0.41
72. F -0.27
73. C -1.41
74. H 0.36
75. H 0.20
76. H 0.30

Entry from the OMol25 dataset: C18H24MnN4O8P4S as an isolated structure (the ωB97M-V functional and the def2-TZVPD basis).

Geometry as XYZ:
```
60
Properties=species:S:1:pos:R:3
Mn 0.27244 -0.65115 0.55247
S -1.01250 2.70384 3.27355
C 0.65901 2.49192 3.61350
C 1.21276 1.49434 2.86963
C 0.30371 0.83240 1.96896
C -0.93471 1.41086 2.10881
C -2.05803 0.89653 1.35803
C -3.38567 1.30264 1.48821
C -4.35331 0.69108 0.71450
C -3.98045 -0.31039 -0.17005
C -2.64323 -0.66211 -0.24527
N -1.69958 -0.06824 0.48370
H 1.13986 3.11720 4.35195
H 2.25521 1.21672 2.97011
H -3.63804 2.07547 2.20332
H -5.39345 0.98152 0.81153
H -4.70632 -0.84138 -0.76981
H -2.29481 -1.44308 -0.90745
O -0.79144 -4.53979 2.41238
P -1.35345 -3.25817 1.61051
O -2.76710 -3.04079 1.97135
O -0.31584 -2.16811 1.77519
O -1.28056 -3.74785 0.05770
P -0.11875 -3.41300 -1.02386
O 1.21392 -4.01771 -0.35133
O -0.42303 -4.12479 -2.27893
O 0.03071 -1.89955 -1.04614
H 0.17345 -4.59347 2.34001
H 1.61236 -3.35197 0.24185
C -2.28058 1.83275 -4.19285
P -1.31530 1.21839 -2.73930
C -1.88766 2.45056 -1.49782
C 0.30112 2.01179 -3.17152
C 1.23734 2.20098 -1.97800
P 1.60837 0.70521 -0.94234
C 3.05425 1.41997 -0.07399
C 2.40728 -0.35997 -2.19361
H -2.17383 2.91242 -4.34032
H -3.33604 1.59817 -4.04196
H -1.95104 1.31405 -5.09502
H -1.81010 3.47581 -1.87593
H -1.29202 2.35441 -0.58860
H -2.92338 2.23792 -1.22747
H 0.10471 2.98645 -3.63698
H 0.78216 1.38293 -3.92656
H 0.84289 2.96644 -1.30448
H 2.20799 2.56581 -2.33403
H 3.80532 1.77760 -0.78428
H 3.48621 0.66473 0.58129
H 2.71645 2.24851 0.55054
H 3.12934 0.19806 -2.79719
H 1.63498 -0.80695 -2.82011
H 2.90288 -1.17746 -1.67001
O 2.18422 -1.60846 0.93625
N 2.90631 -1.14616 1.87877
C 3.33260 -2.00745 2.77859
C 4.20104 -1.51321 3.79943
N 4.91993 -1.13748 4.61784
C 2.91644 -3.37735 2.82068
N 2.56495 -4.47142 2.88456
```

The expectation value of S² is 0.778. As for the charge: -2. The calculation puts the HOMO energy (alpha / beta) at -0.0814 / -0.0581 hartree. As for the multiplicity: 2.

natural (NBO) analysis output, partial charges in e:
1. Mn 0.81
2. S 0.31
3. C -0.43
4. C -0.27
5. C -0.25
6. C -0.34
7. C 0.21
8. C -0.27
9. C -0.17
10. C -0.28
11. C 0.10
12. N -0.44
13. H 0.21
14. H 0.22
15. H 0.21
16. H 0.20
17. H 0.21
18. H 0.24
19. O -1.01
20. P 2.56
21. O -1.15
22. O -1.17
23. O -1.12
24. P 2.57
25. O -1.03
26. O -1.15
27. O -1.18
28. H 0.51
29. H 0.50
30. C -0.94
31. P 0.86
32. C -0.95
33. C -0.70
34. C -0.71
35. P 1.05
36. C -0.96
37. C -0.96
38. H 0.19
39. H 0.22
40. H 0.22
41. H 0.20
42. H 0.25
43. H 0.24
44. H 0.20
45. H 0.22
46. H 0.22
47. H 0.20
48. H 0.20
49. H 0.26
50. H 0.24
51. H 0.19
52. H 0.26
53. H 0.26
54. O -0.54
55. N 0.07
56. C -0.21
57. C 0.31
58. N -0.39
59. C 0.30
60. N -0.36

For reference, total energy by record: -196993.067 -36375.684 -137345.131 -120715.494 eV.
For reference, max |F| by record: 0.4 6.5 2.9 0.5 eV Å⁻¹.